Density functional theory data (ωB97M-V/def2-TZVPD) for a cluster of 13 separate species, C25H80N22O13 in total at a distorted geometry.

The geometry in XYZ format:
```
140
Properties=species:S:1:pos:R:3:lowdin_charge:R:1
C -3.275 -2.428 -2.338 -0.4097
H 2.170 -1.696 3.148 0.0496
C 2.023 -3.126 -2.390 -0.6377
H -5.923 0.639 2.270 0.1146
O -2.361 5.058 -1.727 -0.1876
H 2.131 -5.832 -0.824 0.1021
O 2.811 5.079 0.034 -0.2386
H 4.097 0.422 -0.202 0.0440
H -7.323 -2.804 -1.768 0.0971
H -1.913 -2.209 -4.004 0.0555
N -2.268 -3.115 -1.513 0.0529
C 2.912 5.703 -1.282 -0.0848
H 1.464 1.965 -4.401 0.0944
N 0.977 -4.901 1.573 0.0413
C 2.456 1.293 -2.598 -0.5492
C 4.048 4.434 0.482 -0.1890
N -1.261 1.812 2.424 0.1952
H -3.477 0.956 -0.638 0.0651
H -7.000 -2.623 -3.469 0.0864
H -2.423 6.163 -0.101 0.1069
C -1.711 5.561 -0.586 -0.1852
H 5.704 -0.010 -0.132 0.1180
H -4.822 -3.265 -1.098 0.1158
O -1.269 0.453 -0.294 -0.0290
H -0.327 4.197 2.307 0.0558
H -1.495 5.570 2.205 0.0792
O 3.302 -1.207 1.610 0.0111
H 5.857 3.081 1.252 0.0637
O -5.636 -1.779 -2.227 -0.1951
O -4.152 -1.960 0.766 -0.0666
H -0.918 6.165 -1.031 0.1276
C -6.922 -2.095 -2.516 -0.1410
O -0.764 2.329 4.602 0.0079
H -3.675 2.356 3.347 0.0379
N -2.902 -0.858 2.321 0.2252
H 0.111 5.888 1.546 0.0825
H -2.749 3.077 -1.249 0.0797
N 1.946 2.428 -1.906 0.1519
H -2.692 2.855 -5.355 0.0951
H 0.707 4.362 -0.264 0.0691
H -2.139 -0.947 2.959 0.0633
H -3.557 -2.320 -4.519 0.0777
H 1.814 -1.203 -1.963 0.0638
H 0.718 1.543 0.165 0.0656
C -3.349 -1.959 1.764 -0.6328
C -1.502 1.997 -3.759 -0.6360
C -4.900 1.206 0.640 -0.6819
O 1.579 -4.257 -2.477 -0.0031
H 5.060 -2.601 2.307 0.1231
H -5.419 -0.598 1.159 0.0604
H 2.812 -5.739 3.058 0.0813
H 4.678 5.226 0.914 0.1316
C -1.183 4.485 0.394 -0.3969
H 4.451 -7.933 -0.625 0.0872
H 1.054 2.743 -2.286 0.0455
H 2.402 0.611 -4.496 0.0812
O -4.481 2.263 1.135 -0.0161
H -2.770 -3.335 -0.626 0.0618
H 0.635 -5.808 1.909 0.0795
N -4.476 0.700 -0.564 0.1746
C 2.925 3.890 2.774 -0.0251
C 2.786 -5.958 0.058 -0.1938
H 0.123 0.714 4.745 0.0494
H -4.528 -0.303 -0.683 0.0494
H 0.245 -1.884 -2.351 0.0900
H 5.207 2.128 2.468 0.0805
H 3.852 -3.923 -1.924 0.0763
H 3.184 2.542 1.211 0.1131
C 3.804 3.397 1.569 -0.4481
H 5.963 -2.286 0.769 0.1143
C 3.326 -5.025 2.390 -0.0557
H -0.351 3.481 -1.157 0.0288
C 4.593 -6.967 -1.134 -0.0681
N -1.863 1.075 -2.881 0.1626
H -2.916 -0.016 1.854 0.0442
H 3.924 -2.204 -1.871 0.0813
H 2.601 -3.893 0.785 0.0986
H -1.081 -1.816 -0.152 0.0600
H 1.854 6.039 -1.452 0.0914
H 4.323 -5.405 2.211 0.0749
N 1.340 -2.056 3.602 0.1596
H -2.998 -3.957 1.803 0.1012
H 0.940 -2.892 3.140 0.0917
H -1.965 3.798 0.670 0.0904
H -1.990 1.887 1.737 0.0734
C -4.726 -2.850 -2.129 -0.1994
C 0.338 -1.309 4.055 -0.6329
H -5.005 -3.641 -2.807 0.1179
C -2.843 -2.687 -3.796 -0.0555
H -0.464 1.210 2.415 0.0665
H -3.947 4.009 -2.293 0.0929
N -2.900 2.691 3.873 0.1553
H -1.299 0.952 -2.023 0.0699
O -0.796 -1.796 4.127 -0.0200
H 1.645 0.322 3.973 0.1005
H 3.980 -7.059 -1.998 0.0718
H -3.156 2.890 4.828 0.0872
H 3.215 -4.143 2.975 0.0385
N 2.217 1.419 -3.963 0.1685
C -1.538 2.232 3.673 -0.6264
H 5.648 -6.805 -1.323 0.0843
H 0.534 -1.969 0.324 0.1119
H -2.602 0.369 -2.927 0.0940
H -3.857 4.218 -0.478 0.0868
N 1.271 -1.956 -2.445 0.1568
H -3.203 -1.389 -2.224 0.0782
H 3.031 3.087 3.526 0.0747
H -1.957 -3.973 -1.995 0.0875
H 2.589 -6.943 0.435 0.1088
H -2.726 -3.771 -4.001 0.0918
C -3.294 4.072 -1.418 -0.1311
C -0.277 -0.100 0.174 -0.7489
H 4.643 4.039 -0.350 0.1192
O -0.483 2.715 -3.643 -0.0274
O 3.167 0.418 -2.042 -0.0540
N -2.803 -3.078 2.232 0.1904
N 0.725 0.027 4.310 0.1654
H 3.307 4.818 3.240 0.0891
C -0.632 5.096 1.724 -0.0398
H 3.564 6.566 -1.258 0.0784
H 3.157 5.022 -2.104 0.0771
H -3.273 1.476 -4.406 0.1212
H 1.608 0.202 0.962 0.1111
C 2.412 -4.885 1.150 -0.3870
N -2.480 2.088 -4.748 0.1444
N 0.731 0.612 0.558 0.2041
N 5.412 -1.916 1.573 0.1325
H -1.948 -3.047 2.798 0.0901
N 3.376 -3.047 -2.042 0.1586
H 0.414 -4.754 0.737 0.0618
H 1.895 4.003 2.478 0.0404
N 5.135 3.002 1.947 0.0294
C 4.400 -1.071 1.153 -0.6952
N -5.659 0.367 1.335 0.1724
H 2.260 2.724 -0.979 0.0693
H -7.489 -1.154 -2.512 0.1026
N -0.097 3.675 -0.212 0.0658
N -0.337 -1.408 0.403 0.1999
O 4.160 -5.800 -0.350 -0.2163
N 4.774 -0.148 0.240 0.1848
```

Results
net charge: 0
relative energy (zero: lowest compared OMol25 entry of this formula, charge and spin): 0.967 eV
F_max: 0.082 hartree/bohr
M: 897.1 g/mol
E_LUMO: 0.009 Ha
electronic energy: -3183.60094 Eh



Density functional theory data (ωB97M-V/def2-TZVPD) for a cluster of 3 separate species, C5H14N2 in total.

The geometry in XYZ format:
```
21
Properties=species:S:1:pos:R:3:lowdin_charge:R:1
H -0.924 -2.813 0.138 0.1137
H 1.000 1.197 -1.646 0.0373
H -0.743 2.595 -0.377 0.0567
H 2.596 0.679 0.211 0.0784
H -0.276 -0.011 -1.985 0.0417
H 2.094 -0.781 -0.615 0.0720
H -1.992 1.467 -0.916 0.0438
C -0.431 -0.875 0.594 -0.5390
C 0.030 0.809 -1.335 -0.1830
H 0.643 -0.607 2.282 0.0875
H 0.363 1.026 1.117 0.0878
N -1.711 -0.543 0.870 0.1666
C -1.014 1.887 -1.172 -0.2171
N -0.197 -2.120 0.141 0.1807
C 2.043 -0.251 0.339 -0.1370
H 0.750 -2.458 0.149 0.1070
H -1.862 0.352 1.304 0.1120
H -1.168 2.495 -2.076 0.0560
C 0.616 0.058 0.724 -0.3311
H -2.357 -1.264 1.144 0.1117
H 2.542 -0.840 1.112 0.0543
```

Results
net charge: 0
relative energy (zero: lowest compared OMol25 entry of this formula, charge and spin): 5.189 eV
F_max: 0.012 hartree/bohr
M: 102.2 g/mol
E_LUMO (spin up / spin down): 0.022 / 0.021 Ha
electronic energy: -308.23235 Eh